i:
Here is one molecule with the formula C3H4ClFS2 from the OMol25 dataset. Energies are from ωB97M-V with the def2-TZVPD basis set.

Its HOMO energy is -9.187 eV. Its SMILES is FC[C@H](Cl)C(=S)S. The HOMO-LUMO gap is 0.30247 hartree. The multiplicity is 1.

Each line ends with the natural charge from an NBO analysis.
Positions of all 11 atoms, in Å:
Cl -1.89540 0.03057 0.73971  -0.01
S 0.34811 1.91258 -1.22865  0.15
S 0.83478 -1.02227 -1.62549  0.01
F 1.43222 -1.19577 1.94943  -0.35
C -0.14753 0.11470 0.84515  -0.32
C 0.22415 0.24072 -0.61707  -0.23
C 0.12443 -1.10967 1.59075  0.03
H -0.48655 -0.97789 2.44906  0.18
H -0.00494 1.03086 1.32169  0.23
H -0.11105 -2.04194 1.05601  0.20
H -0.19824 2.51171 -0.19339  0.10

ii:
Here is one molecule with the formula C3H4ClFS2 from the OMol25 dataset. Energies are from ωB97M-V with the def2-TZVPD basis set.

Its HOMO energy is -9.157 eV. Its SMILES is FC[C@H](Cl)C(=S)S. The HOMO-LUMO gap is 0.31085 hartree. The multiplicity is 1.

Each line ends with the natural charge from an NBO analysis.
Positions of all 11 atoms, in Å:
Cl 0.21774 1.96454 -0.83240  -0.01
S 2.01541 -0.94552 -0.36736  0.17
S -0.85455 -1.82953 -0.36740  0.08
F -1.60992 0.18531 1.94463  -0.36
C -1.44778 0.91230 0.78991  0.04
C 0.00824 0.72349 0.37758  -0.34
C 0.31183 -0.71115 -0.11942  -0.31
H 2.17184 0.34161 -0.16987  0.12
H 0.57782 0.93394 1.27391  0.24
H -2.13873 0.57196 -0.02856  0.19
H -1.63070 1.94052 1.04134  0.18

Quick one: least stable of them? i

i:
Here is a 2-piece molecular cluster, C10H16O2 overall from the OMol25 dataset. Energies are from ωB97M-V with the def2-TZVPD basis set.

Its HOMO energy is -8.479 eV. Its SMILES is CCc1ccc(O)cc1.CCO. The HOMO-LUMO gap is 0.33832 hartree. The multiplicity is 1.

Each line ends with the natural charge from an NBO analysis.
Positions of all 28 atoms, in Å:
O -1.74696 -2.95413 1.80984  -0.69
O 2.39574 0.55315 2.75576  -0.75
C -1.44043 -1.94262 0.92470  0.29
C -1.25985 -2.14368 -0.43225  -0.28
C -1.59189 1.78465 -2.44245  -0.60
C 2.47441 1.01184 1.41095  -0.06
C -0.85134 -1.04493 -1.18923  -0.21
C -0.73387 0.21331 -0.61595  -0.03
C 2.47411 -0.08778 0.41169  -0.66
C -0.42622 1.39025 -1.51924  -0.42
C -1.35026 -0.68826 1.51813  -0.26
C -0.93947 0.39094 0.75728  -0.19
H 1.60702 -0.74899 0.40099  0.22
H -0.89041 1.42142 1.10340  0.21
H 3.38952 1.60447 1.35097  0.17
H -0.98748 -0.98328 -2.26876  0.21
H -0.06952 2.27150 -0.99021  0.21
H 0.31458 1.00318 -2.23336  0.21
H -1.92834 1.00526 -3.12407  0.20
H 3.34863 -0.74112 0.42008  0.21
H -1.45664 -3.82365 1.52437  0.48
H -1.30235 2.68467 -2.97893  0.21
H 1.63923 1.71562 1.31490  0.17
H -1.26380 -3.15455 -0.81871  0.21
H -2.54154 1.93306 -1.91841  0.21
H 2.48908 0.25853 -0.63164  0.22
H 2.32575 -0.39420 2.92760  0.48
H -1.67773 -0.53463 2.53254  0.23

ii:
Here is a 2-piece molecular cluster, C10H16O2 overall from the OMol25 dataset. Energies are from ωB97M-V with the def2-TZVPD basis set.

Its HOMO energy is -8.302 eV. Its SMILES is Cc1ccc(O)cc1.CC(C)O. The HOMO-LUMO gap is 0.33489 hartree. The multiplicity is 1.

Each line ends with the natural charge from an NBO analysis.
Positions of all 28 atoms, in Å:
O 0.96918 -2.47157 -2.23846  -0.68
O -1.98073 1.31824 1.53372  -0.74
C -2.83444 0.22032 1.16361  0.09
C 1.30397 -1.34197 -1.51041  0.30
C 2.00948 0.90980 -1.53323  -0.17
C 2.89861 1.99815 0.53488  -0.62
C 1.66922 -0.22923 -2.24611  -0.27
C -4.09481 0.76489 0.49105  -0.64
C 2.16363 0.89126 -0.15609  -0.06
C 1.80254 -0.25443 0.53486  -0.17
C -3.11669 -0.64468 2.38622  -0.65
C 1.42018 -1.40482 -0.13875  -0.30
H 3.83339 1.66030 0.97842  0.22
H 1.08747 -3.23627 -1.66481  0.47
H -3.12680 -1.66280 1.99361  0.21
H -5.01432 0.29558 0.85205  0.21
H -2.32049 -0.62724 3.12991  0.22
H -4.10612 1.84197 0.51297  0.23
H -4.05841 -0.59740 2.94027  0.21
H 1.87701 -0.27832 1.62035  0.21
H 1.03010 -2.31635 0.30047  0.21
H 2.38715 2.45707 1.38534  0.22
H 1.60598 -0.20450 -3.32619  0.23
H -4.12915 0.49656 -0.57079  0.21
H -2.17649 -0.30356 0.47227  0.19
H 2.16396 1.85512 -2.03003  0.21
H -2.29027 1.82576 2.30069  0.46
H 3.12688 2.83134 -0.11923  0.21

Quick one: least stable of them? i

i:
Here is one molecule with the formula C5H5N5 from the OMol25 dataset. Energies are from ωB97M-V with the def2-TZVPD basis set.

Its HOMO energy is -9.072 eV. Its SMILES is Nc1ncnc2[nH]ncc12. The HOMO-LUMO gap is 0.36131 hartree. The multiplicity is 1.

Each line ends with the natural charge from an NBO analysis.
Positions of all 15 atoms, in Å:
N -1.65744 1.02329 -0.59784  -0.49
N -1.15679 -1.83723 1.37301  -0.25
N 2.31232 0.13903 -0.54553  -0.78
N -1.96773 -0.87418 0.81434  -0.37
N 0.59969 1.54245 -1.15841  -0.55
C -0.74620 1.76315 -1.12133  0.29
C 0.06392 -0.51271 0.09484  -0.27
C -1.24484 -0.09471 0.04499  0.34
C 0.02690 -1.57476 1.07460  -0.01
C 1.02437 0.49486 -0.49090  0.47
H -0.97026 2.69717 -1.55987  0.18
H 2.71385 -0.36960 0.27227  0.39
H 2.99729 0.80290 -0.93386  0.40
H -2.80716 -0.85051 1.34155  0.43
H 0.81206 -2.34915 1.39215  0.21

ii:
Here is C5H5N5 as an isolated structure from the OMol25 dataset. Energies are from ωB97M-V with the def2-TZVPD basis set.

Its HOMO energy is -9.945 eV. The HOMO-LUMO gap is 0.28846 hartree. The multiplicity is 1.

Each line ends with the natural charge from an NBO analysis.
Positions of all 15 atoms, in Å:
N -0.38756 -2.01288 1.07866  -0.30
N 2.04708 -0.53726 -0.03828  -0.87
N -2.69348 0.77500 0.94245  -0.51
N 0.43113 2.10923 1.16345  -0.25
N 0.31266 0.21197 -1.74036  -0.49
C -0.63794 0.77932 -0.95785  -0.23
C 1.40494 -0.32598 -1.33967  0.34
C -1.02214 -1.14194 0.64315  0.23
C -1.53445 0.07762 -0.01074  0.18
C 0.03149 1.44207 0.16735  0.25
H 2.78957 -1.18601 0.15593  0.40
H -1.27308 1.28553 -1.58628  0.27
H 1.97180 -1.01614 -1.88838  0.19
H -2.85866 0.24781 2.17844  0.37
H 1.41865 -0.70832 1.23212  0.42

Quick one: least stable of them? ii

i:
Here is a 16-piece molecular cluster, C16H32Cl32 overall from the OMol25 dataset. Energies are from ωB97M-V with the def2-TZVPD basis set.

Its HOMO energy is -10.434 eV. The HOMO-LUMO gap is 0.38620 hartree. The multiplicity is 1.

Each line ends with the Löwdin charge.
Positions of all 80 atoms, in Å:
Cl -2.47426 4.39987 -1.59561  0.49
Cl 3.89861 -1.83493 -2.15270  0.48
Cl 5.11516 2.76256 -2.48882  0.56
Cl 0.39111 5.73867 2.77097  0.49
Cl -3.59117 1.17237 -0.75700  0.51
Cl -3.20988 -4.70909 -0.29424  0.50
Cl -4.29831 0.47322 2.96883  0.50
Cl 0.99960 0.83134 -7.57810  0.51
Cl -5.28188 -0.45431 -2.50478  0.54
Cl 0.95639 0.28334 -4.69768  0.46
Cl 1.36656 -2.95604 7.50285  0.53
Cl 6.68010 -1.34102 -3.06157  0.53
Cl 3.29054 -0.04791 4.16507  0.51
Cl 1.00179 4.69552 0.06547  0.51
Cl -1.73615 -2.34699 -5.10255  0.49
Cl -2.48951 1.20151 5.86307  0.50
Cl -3.47421 -0.16875 -6.07816  0.55
Cl -1.44122 -1.52303 -1.40783  0.51
Cl -0.87205 2.54365 3.74129  0.55
Cl 2.22641 3.07714 -2.93502  0.51
Cl 0.79567 -3.63863 1.63719  0.49
Cl -4.04229 -4.34131 -3.14439  0.55
Cl 4.54572 0.99220 0.89789  0.51
Cl 7.23974 2.15923 0.59379  0.53
Cl -0.16955 0.02464 0.78090  0.51
Cl 0.05924 -1.14275 5.52995  0.50
Cl 3.23759 2.90132 3.80268  0.52
Cl 1.54409 -4.44661 -2.44842  0.52
Cl -1.66683 2.36739 -3.56963  0.56
Cl -2.91980 -2.04425 2.00300  0.49
Cl 3.56708 -2.91513 2.21609  0.50
Cl -0.57159 -6.39096 -3.01333  0.47
C -3.06556 -0.78260 3.26679  -1.02
C -4.56374 -4.55830 -1.47209  -0.96
C -0.13639 -4.84659 -2.20470  -1.06
C -0.25278 5.35102 1.15939  -1.00
C -2.01028 2.75490 5.08797  -0.92
C -0.10975 -2.55890 6.61167  -0.98
C -0.27789 -0.20700 -0.97154  -0.93
C 5.22996 -0.66445 -2.33817  -1.06
C 5.93446 1.78551 1.71861  -0.97
C -1.45408 4.02107 -3.03521  -0.96
C -3.41351 -1.73705 -5.28823  -1.02
C 0.11254 1.07254 -6.04933  -1.04
C 2.29731 1.39780 4.03079  -1.04
C -4.57129 -0.29265 -0.88029  -1.02
C 2.04432 -3.50536 2.89165  -1.01
C 3.58073 3.27156 -1.80315  -1.04
H 0.68448 -0.45844 -1.37988  0.02
H -4.00778 -1.18481 -0.67863  -0.05
H -0.85000 -2.25876 7.32424  0.01
H 4.85547 0.13913 -2.93271  -0.04
H 5.50431 2.62876 2.23282  -0.02
H -5.45067 -0.19285 -0.26384  0.01
H -0.95441 4.56335 1.34471  -0.02
H -2.91995 3.20501 4.75371  0.02
H -1.73158 4.68482 -3.82596  0.02
H -0.75811 -4.12768 -2.69475  -0.05
H 1.68679 1.30404 3.15402  -0.03
H -1.51938 3.31746 5.86825  0.03
H 1.69339 1.52140 4.91492  -0.01
H -2.12778 -0.26755 3.24740  -0.05
H -3.82260 -1.67814 -4.30077  -0.08
H -5.18207 -5.44104 -1.38962  0.03
H 6.21620 0.99038 2.38179  0.01
H 3.40415 2.67159 -0.91488  -0.03
H -0.44071 -3.37309 6.00892  0.02
H -0.42392 4.12061 -2.72927  -0.04
H -0.68114 6.23065 0.71797  0.02
H 3.62534 4.33842 -1.60816  0.01
H -0.30596 -5.06179 -1.15797  -0.01
H 2.13647 -4.48008 3.32461  0.02
H -5.12156 -3.69291 -1.17001  0.00
H 0.13404 2.12572 -5.79840  -0.01
H -0.88429 0.67727 -6.10917  -0.05
H -3.22576 -1.22599 4.23651  0.01
H 1.66124 -2.77809 3.58938  -0.03
H -3.90704 -2.44847 -5.91826  0.02
H 5.46307 -0.34926 -1.33399  -0.04
H -0.77098 0.67658 -1.32629  -0.05

ii:
Here is a 16-piece molecular cluster, C16H32Cl32 overall from the OMol25 dataset. Energies are from ωB97M-V with the def2-TZVPD basis set.

Its HOMO energy is -10.636 eV. The HOMO-LUMO gap is 0.39388 hartree. The multiplicity is 1.

Each line ends with the Löwdin charge.
Positions of all 80 atoms, in Å:
Cl 4.38278 2.38373 1.13067  0.48
Cl -0.22298 -1.55939 3.63682  0.53
Cl 1.73098 8.61257 -1.07514  0.43
Cl 0.94256 3.70090 -2.27717  0.47
Cl 3.53564 6.87291 0.34447  0.49
Cl -2.61740 0.58775 -4.36736  0.49
Cl -5.17571 2.37085 -1.14148  0.48
Cl 4.32064 -7.05588 0.21632  0.49
Cl 0.72049 -1.67180 -3.15567  0.54
Cl 3.87675 -1.30924 0.00044  0.51
Cl 4.80834 -2.08712 -2.62345  0.52
Cl 2.56260 -0.47612 3.51317  0.45
Cl 2.56263 0.06660 -4.62091  0.52
Cl 5.44191 -4.51031 0.91843  0.50
Cl -1.97175 4.65050 -2.54068  0.48
Cl 2.74865 -3.83053 3.59145  0.45
Cl -5.25096 0.30641 -5.40449  0.52
Cl 0.93326 1.37088 0.35682  0.51
Cl 6.72991 0.72668 0.71674  0.57
Cl -1.50624 2.29161 3.45242  0.53
Cl -3.57303 -3.29162 -2.57317  0.52
Cl -6.24661 -2.35255 0.32052  0.54
Cl -6.56539 4.58026 0.04807  0.60
Cl -4.65376 -0.21789 1.22635  0.53
Cl -3.20338 4.24432 2.05241  0.46
Cl -1.17171 -0.32491 -0.64678  0.44
Cl -3.08335 -6.08899 -3.46170  0.48
Cl 0.87523 5.29943 4.31152  0.52
Cl -2.96201 -5.66055 4.62274  0.47
Cl 1.36888 -6.30329 3.28476  0.54
Cl 0.06461 4.92628 1.39916  0.53
Cl -3.01552 -4.56971 2.00356  0.54
C 0.76844 -0.08439 3.69231  -0.97
C 1.91566 -1.55187 -4.41570  -1.09
C 2.35542 6.86147 -0.99777  -0.93
C 5.27589 -1.26381 -1.09189  -1.00
C -6.54631 3.58522 -1.30663  -1.02
C -2.40363 2.63397 1.92983  -0.98
C 2.82787 -5.60104 3.84830  -1.06
C 5.61566 1.36982 1.92835  -0.97
C -3.32259 -4.19506 3.63864  -1.04
C -0.81662 3.25502 -2.50901  -0.95
C 1.27806 5.43184 2.58923  -1.03
C -4.33965 1.02616 -4.09373  -1.05
C 0.48930 -0.33978 0.20551  -0.90
C -4.78383 -1.46176 0.01007  -1.12
C -2.43701 -4.39403 -3.38722  -0.98
C 4.45198 -5.33591 -0.28967  -0.99
H -4.40749 -4.15954 3.73772  0.02
H 2.18294 4.84960 2.41518  0.00
H -7.40521 2.91433 -1.32385  0.02
H -2.79888 -3.28862 3.94227  0.02
H -4.67239 0.66427 -3.12089  -0.04
H -0.88096 2.81466 -3.50402  -0.02
H -1.67031 2.62519 1.12344  -0.03
H 1.56291 -1.87902 -5.39378  0.03
H 2.78773 6.50283 -1.93190  0.03
H -4.78283 -0.95431 -0.95460  0.00
H 5.59722 -0.25481 -1.35026  -0.01
H 3.49141 -4.82143 -0.26277  0.02
H 5.96214 -1.88970 -0.52142  -0.01
H -2.15829 -4.02586 -4.37458  0.03
H 1.53590 6.46433 2.35345  0.00
H 0.42246 -0.85527 1.16358  -0.02
H 4.82443 -5.20331 -1.30544  0.03
H -6.57281 4.08038 -2.27731  0.04
H 1.56112 6.17229 -0.71102  -0.05
H 0.49700 0.65240 2.93629  -0.07
H 2.71926 -2.26043 -4.21503  -0.03
H 3.00061 -5.93395 4.87174  0.03
H 5.08956 0.57039 2.45011  -0.01
H 1.22003 -0.84131 -0.42900  -0.05
H 6.18322 2.06858 2.54294  0.03
H 0.67524 0.30184 4.70733  0.02
H -1.53139 -4.35894 -2.78164  0.01
H 3.72884 -5.95997 3.35078  0.01
H -1.17288 2.49318 -1.81563  -0.01
H -3.18495 1.91461 1.68459  -0.04
H -4.61373 2.08110 -4.10272  0.02
H -3.90425 -2.10088 0.08732  -0.02

Quick one: least stable of them? ii